{
  "formula": "C5H7NO",
  "method": "ωB97M-V with the def2-TZVPD basis set",
  "symbols": ["N", "H", "C", "H", "H", "O", "H", "C", "C", "H", "C", "H", "H", "C"],
  "coordinates": [[-2.26702, -0.23461, 0.79624], [-2.73874, 1.36827, -0.58116], [-2.67523, 0.28107, -0.54525], [-3.41071, -0.25876, -1.13078], [0.92072, 1.31042, 0.03962], [2.76524, -0.45919, 1.19337], [2.10663, 0.01716, 1.71741], [-1.36054, -0.25599, -0.28323], [2.48884, -0.16989, -0.17390], [-2.66638, -1.14916, 0.99411], [1.06915, 0.27824, -0.28564], [3.12472, 0.65811, -0.51735], [2.72449, -1.05912, -0.76253], [-0.08118, -0.32655, -0.46092]],
  "forces_ev_per_a": [[-0.1, -0.1, 0.2], [-0.2, -0.2, -0.1], [-0.2, 0.0, -0.3], [0.1, -0.1, 0.1], [0.2, 0.1, 0.0], [0.0, 0.1, 0.1], [0.2, -0.2, 0.0], [0.2, 0.1, 0.0], [0.0, 0.0, -0.4], [0.0, 0.1, -0.1], [-0.1, 0.1, 0.2], [0.1, -0.2, 0.0], [-0.1, 0.0, 0.1], [-0.1, 0.4, 0.2]],
  "orbital_gap_ev": 9.80,
  "smiles": "OCC=C=C1CN1",
  "e_homo_ev": -8.95
}

---

{
  "formula": "C5H7NO",
  "method": "ωB97M-V with the def2-TZVPD basis set",
  "symbols": ["O", "C", "N", "H", "C", "C", "H", "H", "H", "H", "H", "C", "H", "C"],
  "coordinates": [[1.91299, -0.22820, 0.75426], [0.01829, 1.25874, 0.27182], [-1.02714, 0.50021, -0.47784], [0.14707, -0.74885, -1.96914], [1.14150, 0.36093, -0.25524], [-1.51111, -0.61809, 0.36660], [0.05849, 2.31193, -0.00915], [-2.40251, -1.07063, -0.10515], [-1.76878, -0.40842, 1.41047], [2.12805, -1.13230, 0.49595], [-0.07951, 1.18263, 1.36102], [0.02134, -0.49747, -0.91207], [1.77021, 0.83653, -1.01855], [-0.42211, -1.59282, 0.02694]],
  "forces_ev_per_a": [[0.2, -0.2, 0.1], [0.1, 0.3, 0.2], [-0.1, 0.0, 0.0], [0.0, 0.0, 0.1], [-0.1, 0.2, -0.1], [0.0, -0.1, 0.3], [0.1, -0.1, 0.0], [0.0, 0.0, 0.0], [0.0, -0.1, -0.1], [0.0, 0.1, 0.1], [0.0, 0.0, -0.1], [0.1, -0.3, -0.3], [-0.1, -0.1, 0.1], [-0.1, 0.3, -0.2]],
  "orbital_gap_ev": 8.08,
  "e_homo_ev": -8.46
}

---

{
  "formula": "C5H7NO",
  "method": "ωB97M-V with the def2-TZVPD basis set",
  "symbols": ["H", "C", "N", "C", "H", "H", "C", "O", "H", "H", "H", "H", "C", "C"],
  "coordinates": [[2.16019, 0.55641, -0.96866], [0.62624, 0.68518, 1.50619], [-0.27294, 0.04522, 2.08140], [0.03589, 0.52193, -0.64373], [-2.24817, -0.98677, -1.24273], [-0.04223, 0.10991, 3.06616], [-2.02700, -0.96388, -0.17881], [1.58285, 1.32471, 1.27515], [1.16830, -0.05350, -2.31986], [-0.12413, 1.59162, -0.72676], [-2.63682, -1.48408, 0.55544], [1.46491, -1.07849, -0.89705], [-0.97899, -0.21712, -0.27323], [1.29189, -0.05114, -1.23351]],
  "forces_ev_per_a": [[-0.1, -0.1, -0.1], [0.7, 0.3, 1.3], [0.5, 0.3, 0.2], [-0.5, -0.1, -0.8], [-1.2, -0.8, -0.1], [-0.2, -0.2, 0.6], [0.0, 0.1, -1.0], [-0.5, -0.3, 0.0], [0.3, -0.1, 0.0], [0.0, 0.0, 0.0], [0.6, 0.4, 0.0], [-0.1, 0.2, -0.1], [0.4, 0.3, 0.2], [0.1, 0.0, -0.1]],
  "orbital_gap_ev": 10.02,
  "smiles": "C=C=CC.N=C=O",
  "e_homo_ev": -9.16
}

---

{
  "formula": "C5H7NO",
  "method": "ωB97M-V with the def2-TZVPD basis set",
  "symbols": ["O", "H", "H", "H", "C", "H", "H", "N", "H", "C", "H", "C", "C", "C"],
  "coordinates": [[0.56598, -0.52259, -1.17619], [0.27819, 1.40543, -2.77499], [-0.72151, -2.03478, -0.64344], [0.69945, 1.00964, 2.14501], [0.08603, -1.46108, -0.18296], [0.87320, -2.15401, 0.14441], [1.47335, 0.38454, 0.55628], [-0.21423, 1.60666, -1.90614], [-1.46628, 1.37757, 0.65596], [-0.14331, 0.67816, -1.05567], [-1.01129, -0.96985, 1.74767], [-0.38002, -0.58576, 0.95519], [0.59636, 0.51353, 1.19066], [-0.63593, 0.75255, 0.34419]],
  "forces_ev_per_a": [[-0.5, 0.1, -0.4], [-0.1, -0.2, 0.1], [-0.1, 0.0, 0.2], [-0.1, -0.1, 0.0], [-0.2, -0.1, 0.0], [0.1, 0.4, -0.5], [0.1, 0.4, 0.8], [0.1, -0.5, 0.2], [0.4, 0.1, -0.2], [0.0, 0.0, -0.1], [0.1, 0.0, -0.2], [-0.1, -0.2, 0.0], [0.1, 0.0, 0.3], [0.0, 0.1, -0.2]],
  "orbital_gap_ev": 10.82,
  "smiles": "[H]/N=C1\\OC[C@H]2C[C@@H]12",
  "e_homo_ev": -9.79
}

---

{
  "formula": "C5H7NO",
  "method": "ωB97M-V with the def2-TZVPD basis set",
  "symbols": ["H", "C", "H", "H", "H", "C", "H", "C", "H", "N", "C", "C", "O", "H"],
  "coordinates": [[2.87034, -0.02002, 0.29354], [-0.25145, 1.17624, -0.48972], [2.07102, -1.94675, -0.84961], [-0.95154, 2.01336, -0.36842], [-2.36830, -0.85537, 2.63388], [-0.68473, -0.06040, -1.02650], [1.49460, 2.14016, 0.45265], [1.08477, 1.23869, -0.02168], [-2.77741, -0.76851, 1.13397], [0.05439, -1.17537, -1.16889], [1.33853, -1.13144, -0.78385], [1.86926, 0.02091, -0.15564], [-2.03210, -0.58471, 1.74959], [-1.71741, -0.04677, -1.39931]],
  "forces_ev_per_a": [[-0.4, 0.1, -0.5], [1.3, -0.8, 0.4], [-1.0, -0.2, -0.4], [0.4, -0.4, -0.2], [0.3, 0.3, -1.0], [0.3, 0.7, 0.0], [-0.2, -0.5, -0.2], [-0.2, -2.1, -0.5], [0.8, 0.1, 0.7], [0.1, 0.4, -0.3], [0.3, 2.1, 1.4], [-1.0, 1.4, 0.1], [-1.1, -0.4, 0.3], [0.4, -0.6, 0.1]],
  "orbital_gap_ev": 10.18,
  "smiles": "c1ccncc1.O",
  "e_homo_ev": -9.36
}

---

{
  "formula": "C5H7NO",
  "method": "ωB97M-V with the def2-TZVPD basis set",
  "symbols": ["C", "H", "C", "H", "H", "H", "O", "C", "C", "H", "H", "H", "N", "C"],
  "coordinates": [[-1.11602, -0.98409, 0.77302], [1.95118, 0.41582, -1.22416], [0.43816, -0.86289, 0.93418], [1.18253, 2.07046, 0.29152], [0.84624, -0.16099, 1.68553], [-1.89530, -0.31634, -1.30083], [1.06393, -1.92795, 0.69689], [0.54419, 1.65866, -0.48238], [-1.17787, -0.21768, -0.48538], [-1.81616, -0.97308, 1.61662], [-0.19433, 2.35091, -0.89382], [-0.95699, -2.01546, 0.34551], [1.01846, 0.73508, -1.51812], [0.14750, 0.21805, -0.49597]],
  "forces_ev_per_a": [[0.3, -0.9, -0.1], [-0.2, 0.0, -0.4], [-0.2, 0.1, 0.9], [0.2, -0.2, -0.1], [0.0, 0.0, -0.1], [0.2, -0.1, 0.1], [0.7, 0.4, 0.0], [0.0, 0.3, 0.4], [-0.4, -0.2, -0.3], [0.0, 0.1, -0.4], [0.2, -0.1, 0.4], [-0.9, 0.3, 0.3], [0.1, -0.2, -0.1], [0.0, 0.6, -0.5]],
  "orbital_gap_ev": [8.05, 6.52],
  "e_homo_ev": [-8.71, -7.98]
}

---

{
  "formula": "C5H7NO",
  "method": "ωB97M-V with the def2-TZVPD basis set",
  "symbols": ["O", "H", "H", "N", "C", "H", "C", "C", "C", "C", "H", "H", "H", "H"],
  "coordinates": [[-1.12836, 1.64554, -0.68296], [2.42993, 0.01512, 0.00897], [1.24408, -2.65306, -0.58176], [2.16618, -0.63608, -0.72863], [0.22954, -0.84626, 0.38693], [0.35148, -0.66415, -2.00483], [1.26431, -1.64776, -0.20355], [-0.64005, -0.38754, 1.23373], [0.74926, -0.49999, -1.00728], [-1.57049, 0.51885, 1.43226], [-2.59421, 0.37751, 1.10098], [-0.73251, 2.35662, -0.16686], [-0.42721, 0.96423, -0.71972], [-1.34194, 1.45697, 1.93272]],
  "forces_ev_per_a": [[0.3, 0.6, -0.6], [0.0, -0.1, -0.1], [0.2, -0.1, 0.2], [0.2, 0.1, 0.1], [-0.1, 0.2, -0.2], [-0.1, 0.2, 0.3], [0.2, -0.6, 0.1], [0.0, 0.4, -0.6], [-0.1, -0.2, -0.1], [-0.1, -0.5, 0.7], [0.1, -0.1, 0.2], [-0.1, 0.0, -0.2], [-0.4, 0.5, -0.1], [-0.1, -0.2, 0.1]],
  "orbital_gap_ev": 9.86,
  "smiles": "C=C=C1[C@H]2N[C@@H]12.O",
  "e_homo_ev": -9.17
}

---

{
  "formula": "C5H7NO",
  "method": "ωB97M-V with the def2-TZVPD basis set",
  "symbols": ["H", "H", "N", "H", "C", "H", "C", "C", "O", "H", "C", "H", "H", "C"],
  "coordinates": [[0.58812, 1.03737, 1.68535], [2.46443, -0.35469, -0.26815], [0.23843, -1.02492, 1.01144], [-2.39660, -0.99625, -0.34174], [-1.93536, -0.09321, 0.06998], [0.89480, -1.70128, 0.62527], [0.43330, 0.09122, -1.17396], [0.68835, 0.32998, 0.86597], [0.15971, 0.36753, -2.31333], [2.10582, 1.37725, -0.55631], [1.67328, 0.40481, -0.30817], [-2.28878, 0.76534, -0.50762], [-2.26118, 0.00358, 1.10970], [-0.44544, -0.21701, 0.00828]],
  "forces_ev_per_a": [[0.0, -0.2, -0.2], [-0.1, 0.2, 0.0], [0.2, -0.2, 0.0], [0.0, 0.1, 0.0], [0.0, 0.0, 0.0], [-0.1, 0.1, 0.0], [-0.1, 0.0, -0.4], [0.2, 0.2, 0.3], [0.2, -0.2, 0.5], [-0.1, -0.1, 0.0], [0.1, 0.0, 0.0], [0.1, -0.1, 0.1], [0.1, 0.0, -0.2], [-0.4, 0.2, -0.2]],
  "orbital_gap_ev": 10.42,
  "smiles": "C[C@]12N[C@H]1CC2=O",
  "e_homo_ev": -9.43
}

---

{
  "formula": "C5H7NO",
  "method": "ωB97M-V with the def2-TZVPD basis set",
  "symbols": ["C", "H", "O", "H", "H", "H", "H", "C", "C", "C", "H", "N", "H", "C"],
  "coordinates": [[-1.61407, -0.17892, -0.05779], [0.94063, 2.11284, -0.68606], [-2.76741, -0.27268, 0.32834], [0.38191, 0.80990, -1.83076], [2.76836, -0.17785, 0.69665], [1.50286, -0.92348, 1.83558], [-0.43639, -1.50681, -1.31415], [0.78729, 0.20187, 0.20766], [-0.72933, 0.93498, 0.16153], [1.72615, -0.31833, 0.96518], [-1.01548, 1.71045, 0.85820], [-0.84022, -1.34129, -0.39908], [-1.16410, -2.19680, 0.03539], [0.45981, 1.14613, -0.80069]],
  "forces_ev_per_a": [[-0.9, -1.9, 0.8], [-0.1, 0.0, -0.2], [1.0, 0.3, -0.4], [-0.2, 0.2, 0.0], [-0.1, -0.4, -0.2], [0.0, 0.3, 0.1], [-0.2, 0.4, 0.2], [-0.9, 2.4, 1.6], [2.8, -0.7, -0.2], [-0.1, -0.1, 0.1], [0.1, 0.0, -0.1], [-1.1, -1.0, -0.7], [-0.4, 0.2, -0.4], [0.0, 0.3, -0.6]],
  "orbital_gap_ev": 9.24,
  "smiles": "C=C1C[C@H]1C(N)=O",
  "e_homo_ev": -8.49
}

---

{
  "formula": "C5H7NO",
  "method": "ωB97M-V with the def2-TZVPD basis set",
  "symbols": ["C", "H", "H", "H", "H", "C", "H", "N", "H", "H", "C", "C", "C", "O"],
  "coordinates": [[-0.02942, -1.66019, -1.08754], [0.96401, -1.46800, -1.49963], [0.47252, 1.59137, 2.31753], [1.46898, -0.23797, 0.79790], [-0.62002, 2.66806, 0.49382], [-0.07680, 0.87189, -0.51748], [-0.00944, -2.59936, -0.52443], [-0.79564, 1.66885, 0.55043], [-0.73052, -1.78749, -1.92140], [-1.51340, -0.57659, 0.09941], [0.39227, -0.20460, 1.05730], [-0.45977, -0.52416, -0.18822], [0.00866, 1.03094, 1.50979], [0.92856, 1.22724, -1.08747]],
  "forces_ev_per_a": [[0.1, 0.1, 0.0], [-0.1, -0.1, 0.0], [0.1, 0.0, -0.2], [-0.3, -1.1, 1.5], [-0.1, -0.1, 0.1], [0.6, 0.3, -1.0], [0.0, 0.2, -0.1], [0.1, 0.0, 0.2], [0.2, 0.1, 0.2], [0.2, 0.0, -0.1], [0.2, -0.1, 0.1], [0.0, 0.1, 0.0], [0.3, 0.1, 0.0], [-1.2, 0.6, -0.7]],
  "orbital_gap_ev": 9.16,
  "e_homo_ev": -8.42
}

---

{
  "formula": "C5H7NO",
  "method": "ωB97M-V with the def2-TZVPD basis set",
  "symbols": ["C", "H", "C", "H", "H", "C", "H", "H", "N", "H", "O", "C", "H", "C"],
  "coordinates": [[-1.39704, -0.90136, 0.15624], [0.83174, -1.13552, -1.22684], [1.03667, -0.39780, -0.44511], [0.21111, -0.69773, 1.58259], [-1.29443, -1.99027, 0.09210], [-0.06991, -0.28197, 0.61134], [2.00759, -0.64590, -0.00220], [-2.20681, -0.68199, 0.85895], [0.33647, 1.88057, -0.43665], [-1.69333, -0.53442, -0.83285], [-0.34888, 1.85734, 1.77438], [-0.12497, 1.24270, 0.76894], [1.65903, 1.28346, -1.88005], [1.05276, 1.00289, -1.02085]],
  "forces_ev_per_a": [[0.0, 0.0, 0.0], [0.0, 0.0, 0.1], [0.0, 0.0, 0.0], [0.0, 0.0, -0.2], [0.0, 0.2, 0.0], [0.1, 0.0, 0.1], [-0.1, 0.0, -0.1], [0.2, 0.0, -0.1], [0.3, -0.2, 0.0], [0.1, 0.0, 0.1], [-0.3, -0.2, -0.3], [-0.1, 0.1, 0.4], [-0.1, -0.1, -0.1], [0.0, 0.1, 0.0]],
  "orbital_gap_ev": 10.39,
  "smiles": "C[C@H]1CC=NC1=O",
  "e_homo_ev": -9.77
}

---

{
  "formula": "C5H7NO",
  "method": "ωB97M-V with the def2-TZVPD basis set",
  "symbols": ["H", "H", "C", "C", "H", "H", "C", "C", "O", "H", "H", "H", "C", "N"],
  "coordinates": [[-1.36357, -0.88295, 2.97728], [1.32744, 0.31042, -2.89074], [1.10359, 0.45199, -1.84907], [-0.12913, -0.32225, 0.19585], [-0.95286, 1.29040, -2.07706], [1.94203, 0.40115, -1.11530], [-0.21709, 0.83428, -1.43802], [0.12365, -0.62569, -1.24763], [-0.32619, 1.04740, -0.01496], [-0.84751, 0.71418, 2.37233], [0.31714, -0.38334, 3.15387], [-0.20889, -1.49534, -1.79655], [-0.55133, -0.33621, 2.48813], [-0.21729, -1.00404, 1.24188]],
  "forces_ev_per_a": [[0.1, 0.1, -0.1], [0.0, 0.1, -0.2], [1.8, -2.1, 2.1], [0.4, -0.5, 0.0], [-0.1, 0.1, 0.0], [-0.4, 1.3, -1.1], [-1.1, 0.2, 0.3], [-0.7, 0.2, -0.8], [0.1, 0.1, 0.0], [0.1, -0.2, 0.0], [-0.1, 0.0, -0.1], [0.0, 0.1, 0.1], [-0.1, 0.1, 0.2], [0.1, 0.4, -0.5]],
  "orbital_gap_ev": 10.52,
  "e_homo_ev": -9.47
}

---

Energy relative to the best compared isomer or geometry (same formula, charge and spin) for every record listed, in sequence, given in kcal/mol: 102.6; 140.0; 77.5; 33.2; 19.1; 147.6; 139.4; 45.3; 75.7; 71.7; 10.2; 66.9.